(1)
{"formula": "C2H3FNP", "method": "ωB97M-V with the def2-TZVPD basis set", "spin_multiplicity": 3, "s_squared": 2.0153, "de_lowest_kj_mol": 120.4, "gap_ev": [7.1, 7.7], "e_homo_ev": [-6.3, -10.5], "elements": ["C", "C", "N", "F", "P", "H", "H", "H"], "positions_angstrom": [[0.23, -0.46, -0.12], [0.27, 0.99, 0.11], [1.11, -1.37, -0.22], [-2.37, 0.05, 0.82], [-1.45, 0.32, -0.61], [0.46, 1.25, 1.11], [0.94, 1.51, -0.62], [0.81, -2.29, -0.46]], "nbo_charge": [-0.079, -0.669, -0.514, -0.601, 1.034, 0.229, 0.219, 0.382]}



(2)
{"formula": "C3H3NS2", "method": "ωB97M-V with the def2-TZVPD basis set", "de_lowest_kj_mol": 258.9, "gap_ev": [5.9, 5.9], "e_homo_ev": [-7.3, -7.3], "elements": ["C", "C", "C", "N", "S", "S", "H", "H", "H"], "positions_angstrom": [[0.00, 0.39, -0.75], [0.26, 1.49, 0.00], [-0.25, -1.41, 0.82], [-0.25, -0.89, -0.34], [0.13, -2.36, 1.99], [0.66, 1.69, 1.59], [-0.44, 0.46, -1.74], [0.12, 2.32, -0.55], [-0.23, -1.68, -1.01]], "nbo_charge": [-0.221, -0.326, 0.157, -0.526, 0.280, -0.204, 0.196, 0.194, 0.451]}



(3)
{"formula": "C50H52BrFInN5O3SSi2", "method": "ωB97M-V with the def2-TZVPD basis set", "de_lowest_kj_mol": 139.3, "gap_ev": 5.5, "e_homo_ev": -5.7, "elements": ["In", "Br", "C", "C", "C", "C", "O", "C", "C", "N", "C", "C", "C", "C", "C", "C", "C", "C", "N", "C", "C", "H", "H", "H", "H", "H", "H", "H", "H", "H", "H", "C", "Si", "C", "C", "N", "C", "C", "C", "C", "C", "C", "F", "H", "H", "H", "H", "H", "H", "H", "H", "H", "H", "H", "H", "H", "C", "S", "C", "O", "H", "H", "H", "H", "H", "H", "C", "N", "N", "C", "O", "C", "C", "C", "C", "C", "C", "C", "C", "C", "H", "H", "H", "H", "H", "H", "H", "H", "H", "H", "H", "H", "C", "C", "C", "C", "C", "C", "Si", "C", "C", "C", "C", "C", "C", "H", "H", "H", "H", "H", "H", "H", "H", "H", "H", "H"], "positions_angstrom": [[0.05, 0.32, -1.72], [-6.43, -1.60, 1.79], [-4.65, -1.17, 1.21], [-3.99, -0.09, 1.81], [-2.69, 0.15, 1.47], [-1.96, -0.63, 0.49], [-0.72, -0.32, 0.20], [-2.68, -1.67, -0.16], [-2.03, -2.41, -1.30], [-1.32, -1.58, -2.29], [-0.30, -2.35, -2.73], [0.68, -2.22, -3.68], [1.77, -3.13, -3.73], [2.00, -4.16, -2.88], [1.01, -4.44, -1.89], [0.90, -5.45, -0.92], [-0.06, -5.40, 0.04], [-1.01, -4.38, 0.05], [-1.00, -3.53, -0.93], [-0.05, -3.49, -1.89], [-4.03, -1.92, 0.25], [-4.51, 0.55, 2.55], [-2.19, 0.97, 1.92], [-2.79, -2.97, -1.80], [0.67, -1.41, -4.40], [2.46, -3.02, -4.57], [2.86, -4.78, -3.05], [1.66, -6.19, -0.95], [-0.14, -6.16, 0.81], [-1.76, -4.32, 0.86], [-4.53, -2.73, -0.27], [3.51, -4.17, 0.88], [3.10, -2.38, 1.41], [4.37, -1.91, 2.74], [1.42, -2.56, 2.34], [2.92, -1.19, 0.23], [3.90, -0.86, -0.63], [5.00, -1.69, -1.00], [5.97, -1.28, -1.93], [5.94, -0.02, -2.51], [4.89, 0.82, -2.16], [3.93, 0.42, -1.30], [2.97, 1.34, -0.96], [3.54, -4.85, 1.73], [4.45, -4.28, 0.34], [2.65, -4.44, 0.28], [5.05, -2.73, 2.99], [3.88, -1.57, 3.71], [5.02, -1.13, 2.33], [1.29, -3.43, 3.01], [0.54, -2.52, 1.66], [1.34, -1.68, 3.01], [5.06, -2.62, -0.48], [6.75, -1.96, -2.24], [6.66, 0.25, -3.24], [4.78, 1.80, -2.54], [1.19, 3.34, 0.22], [0.24, 3.94, 1.59], [-1.24, 4.35, 0.80], [-0.22, 2.62, 2.28], [1.40, 4.20, -0.41], [0.57, 2.60, -0.34], [2.12, 2.88, 0.58], [-1.12, 5.23, 0.15], [-1.95, 4.66, 1.57], [-1.67, 3.55, 0.20], [-4.08, 1.70, -5.78], [-3.13, 2.01, -4.73], [-3.58, 2.85, -3.70], [-2.46, 3.34, -3.03], [-2.49, 3.98, -1.98], [-1.30, 2.90, -3.80], [-1.78, 2.17, -4.82], [-1.03, 1.41, -5.89], [-4.64, 2.30, -2.93], [-4.77, 0.91, -2.80], [-5.73, 0.35, -1.93], [-6.48, 1.22, -1.14], [-6.32, 2.59, -1.22], [-5.39, 3.12, -2.08], [-4.33, 2.60, -6.34], [-5.01, 1.33, -5.36], [-3.66, 0.99, -6.47], [-0.25, 3.15, -3.66], [0.01, 1.44, -5.61], [-1.23, 1.83, -6.90], [-1.40, 0.36, -5.91], [-4.14, 0.21, -3.38], [-5.84, -0.71, -1.83], [-7.23, 0.82, -0.46], [-6.96, 3.21, -0.62], [-5.30, 4.21, -2.07], [-1.35, 0.39, 7.14], [-2.05, 1.18, 6.22], [-1.42, 1.51, 4.99], [-0.16, 1.01, 4.71], [0.52, 0.25, 5.67], [-0.08, -0.08, 6.87], [0.67, 1.33, 3.06], [2.39, 1.87, 3.13], [2.84, 2.98, 3.87], [4.14, 3.37, 3.76], [5.04, 2.67, 2.93], [4.58, 1.58, 2.20], [3.25, 1.19, 2.30], [-1.77, 0.05, 8.11], [-3.05, 1.52, 6.51], [-2.01, 2.08, 4.26], [1.52, -0.20, 5.46], [0.46, -0.65, 7.64], [0.61, 0.25, 2.13], [2.16, 3.56, 4.51], [4.53, 4.26, 4.19], [6.08, 2.98, 2.85], [5.30, 1.06, 1.60], [2.88, 0.28, 1.77]], "mulliken_charge": [0.494, -0.195, -0.620, -0.414, -0.426, -0.210, 0.440, 0.124, -0.263, -0.672, -0.454, -0.538, -0.861, -1.233, 0.616, -0.562, -0.561, -0.014, 0.106, 1.605, -0.473, 0.403, 0.235, 0.607, 0.554, 0.382, 0.455, 0.457, 0.404, 0.381, 0.592, -1.138, 0.328, -1.048, 0.296, 0.469, 0.284, -0.347, -0.855, -0.690, -0.924, -0.224, 0.105, 0.417, 0.462, -0.062, 0.438, 0.151, 0.198, 0.489, -0.510, -0.416, 0.266, 0.369, 0.423, 0.505, -0.153, 0.386, -0.856, -0.142, 0.724, -0.435, -0.172, 0.414, 0.587, 0.081, -1.077, 0.232, 0.189, 0.458, -0.655, -0.671, 0.683, -1.554, -0.200, 0.923, -1.005, -0.424, -0.820, -0.326, 0.356, 0.349, 0.398, 0.477, 0.351, 0.324, 0.363, 0.260, 0.395, 0.376, 0.423, 0.391, -0.381, -0.816, 0.191, 0.241, -0.151, -0.682, 0.354, 0.153, -0.486, -0.820, -0.879, -0.229, 0.460, 0.320, 0.402, 0.274, 0.297, 0.348, 0.017, 0.438, 0.415, 0.388, 0.513, -0.365]}



(4)
{"formula": "C36H64BrN5O4S", "method": "ωB97M-V with the def2-TZVPD basis set", "spin_multiplicity": 3, "s_squared": 2.0085, "gap_ev": 7.4, "e_homo_ev": -8.3, "elements": ["C", "C", "O", "C", "C", "C", "C", "Br", "C", "C", "N", "C", "C", "C", "C", "C", "C", "C", "O", "C", "C", "N", "S", "N", "C", "H", "H", "H", "H", "H", "H", "H", "H", "H", "H", "H", "H", "H", "H", "H", "H", "H", "H", "H", "H", "H", "H", "H", "H", "H", "H", "H", "H", "C", "C", "C", "C", "C", "C", "N", "O", "C", "C", "C", "H", "H", "H", "H", "H", "H", "H", "H", "H", "H", "H", "H", "H", "H", "H", "H", "H", "H", "C", "C", "C", "C", "C", "C", "N", "O", "C", "C", "C", "H", "H", "H", "H", "H", "H", "H", "H", "H", "H", "H", "H", "H", "H", "H", "H", "H", "H"], "positions_angstrom": [[2.94, 3.65, 2.56], [1.64, 4.39, 3.10], [1.33, 4.05, 4.46], [0.31, 3.04, 4.56], [1.01, 1.63, 4.46], [0.42, 0.63, 3.45], [0.54, -0.85, 3.77], [1.52, -1.55, 5.47], [-0.03, -1.89, 2.79], [0.19, -3.40, 3.21], [1.64, -3.65, 2.98], [-0.74, -1.55, 1.56], [-1.31, -2.73, 0.71], [-1.58, -2.40, -0.80], [-1.54, -3.64, -1.77], [-0.53, -3.32, -2.98], [0.89, -3.91, -2.56], [2.01, -2.91, -3.03], [2.10, -2.95, -4.46], [3.31, -2.33, -4.91], [-0.87, -0.09, 1.23], [-1.48, 0.43, 0.14], [-1.31, 2.10, 0.23], [-0.46, 2.20, 1.67], [-0.27, 0.95, 2.17], [3.30, 4.08, 1.59], [2.60, 2.59, 2.36], [3.73, 3.56, 3.35], [1.92, 5.49, 3.12], [0.78, 4.31, 2.40], [-0.10, 3.15, 5.60], [-0.55, 3.20, 3.87], [0.90, 1.15, 5.48], [2.13, 1.68, 4.31], [-0.05, -3.53, 4.30], [-0.47, -4.10, 2.65], [1.79, -4.17, 2.12], [2.08, -4.08, 3.78], [-2.21, -3.20, 1.20], [-0.52, -3.54, 0.73], [-2.62, -1.95, -0.85], [-0.90, -1.57, -1.15], [-1.29, -4.61, -1.28], [-2.55, -3.70, -2.25], [-0.92, -3.77, -3.93], [-0.45, -2.22, -3.14], [0.93, -3.95, -1.44], [0.98, -4.91, -3.04], [1.82, -1.86, -2.65], [2.97, -3.25, -2.56], [3.84, -2.96, -5.68], [4.04, -2.14, -4.07], [3.06, -1.35, -5.41], [-6.50, -0.17, 3.09], [-5.67, -0.96, 2.05], [-5.60, -0.14, 0.75], [-6.94, -0.07, 0.03], [-7.51, -1.46, -0.21], [-7.50, -2.40, 1.01], [-6.24, -2.32, 1.82], [-5.32, -3.04, 1.19], [-8.70, -2.11, 1.94], [-7.78, -3.83, 0.50], [-4.28, -1.03, 2.70], [-5.93, 0.68, 3.47], [-7.41, 0.26, 2.69], [-6.75, -0.79, 3.95], [-4.85, -0.56, 0.08], [-5.25, 0.88, 0.97], [-7.65, 0.53, 0.60], [-6.81, 0.44, -0.92], [-8.53, -1.37, -0.60], [-6.92, -1.92, -1.02], [-8.66, -2.73, 2.83], [-9.64, -2.33, 1.43], [-8.78, -1.07, 2.25], [-7.09, -4.13, -0.29], [-8.78, -3.89, 0.07], [-7.72, -4.56, 1.31], [-4.33, -1.53, 3.67], [-3.87, -0.03, 2.86], [-3.55, -1.56, 2.09], [6.77, 3.96, -4.11], [6.74, 3.52, -2.62], [7.06, 2.03, -2.55], [5.94, 1.16, -3.10], [4.60, 1.49, -2.44], [4.27, 2.99, -2.36], [5.43, 3.85, -1.99], [5.58, 3.76, -0.68], [3.68, 3.49, -3.70], [3.08, 3.14, -1.39], [7.89, 4.34, -2.00], [7.80, 3.99, -4.48], [6.26, 3.28, -4.78], [6.35, 4.96, -4.24], [7.26, 1.73, -1.51], [7.99, 1.81, -3.09], [5.86, 1.28, -4.19], [6.18, 0.11, -2.94], [3.81, 0.95, -2.97], [4.63, 1.07, -1.43], [3.50, 4.57, -3.67], [2.73, 3.00, -3.92], [4.32, 3.29, -4.57], [3.28, 2.69, -0.42], [2.19, 2.64, -1.78], [2.83, 4.19, -1.23], [7.72, 5.41, -2.14], [8.84, 4.09, -2.47], [8.02, 4.15, -0.93]], "mulliken_charge": [-0.677, -0.296, -0.437, -0.721, -0.596, 0.824, -0.980, -0.215, 0.262, -1.628, -0.457, 0.744, -1.013, 0.027, -1.081, -0.829, -0.386, -0.540, -0.345, -0.578, 0.892, -0.546, 0.010, -0.265, 0.431, 0.278, -0.016, 0.321, 0.392, 0.180, 0.303, 0.399, 0.425, 0.407, 0.564, 0.428, 0.196, 0.242, 0.407, 0.355, -0.283, 0.282, 0.495, 0.407, 0.412, 0.368, 0.174, 0.302, 0.308, 0.385, 0.242, 0.239, 0.208, -2.083, 1.987, -0.584, -0.720, -1.260, 1.686, 0.380, -0.564, -1.700, -1.832, -1.411, 0.451, 0.373, 0.400, -0.167, 0.425, 0.354, 0.416, 0.367, 0.408, 0.377, 0.466, 0.300, 0.353, 0.426, 0.450, 0.494, 0.363, -0.157, -1.832, 1.691, -1.318, -0.543, -1.278, 2.084, 0.408, -0.574, -1.874, -1.970, -1.850, 0.465, 0.328, 0.376, 0.373, 0.402, 0.314, 0.391, 0.381, 0.393, 0.390, 0.443, 0.353, 0.240, 0.437, 0.520, 0.437, 0.421, 0.375]}